Here is a gas-phase ion, C3H13N4S (charge +1) in a non-equilibrium geometry from the OMol25 dataset. Energies are from ωB97M-V with the def2-TZVPD basis set.

Last column: Mulliken charge in e.
CARTESIAN COORDINATES (ANGSTROEM)
C (2.77, 1.04, -0.04)  -0.74
C (-1.08, -0.15, -0.81)  -0.28
C (0.16, -0.27, 0.22)  0.28
N (-2.04, -1.21, -0.44)  -0.59
N (-1.46, 1.22, -0.93)  -0.65
N (-0.05, 0.56, 1.37)  -0.64
N (0.01, -1.68, 0.83)  -0.32
S (1.79, -0.32, -0.60)  -0.05
H (3.31, 0.92, 0.85)  0.33
H (1.91, 1.67, 0.21)  0.20
H (3.35, 1.47, -0.87)  0.34
H (-0.60, -0.36, -1.79)  0.51
H (-2.54, -1.59, -1.24)  0.24
H (-2.64, -0.88, 0.37)  0.28
H (-0.71, 1.88, -0.99)  0.17
H (-2.16, 1.44, -1.71)  0.28
H (0.72, 1.11, 1.76)  0.26
H (-0.82, 1.15, 1.14)  0.28
H (-0.36, -1.75, 1.77)  0.28
H (-0.60, -2.25, 0.13)  0.41
H (1.02, -1.99, 0.76)  0.41

Output
E_LUMO   -0.0996 hartree
Energy   -739.03733 Ha
Multiplicity   1
SMILES   CS[C@](N)([NH3+])C(N)N
E_HOMO   -13.2 eV
Total charge   +1
Kohn-Sham gap   10.514 eV

---

Here is 2 unconnected molecules or ions with the total composition C3H9NO2 in a non-equilibrium geometry from the OMol25 dataset. Energies are from ωB97M-V with the def2-TZVPD basis set.

Last column: Mulliken charge in e.
CARTESIAN COORDINATES (ANGSTROEM)
O (1.98, -1.14, 0.63)  -0.41
C (1.36, -1.53, 1.58)  0.27
O (0.07, -1.24, 1.73)  -0.37
H (1.70, -2.17, 2.40)  0.36
H (-0.03, -0.59, 1.00)  0.50
C (-1.05, -0.29, -1.32)  -0.86
N (0.02, 0.30, -0.51)  -0.27
C (-0.20, 1.68, -0.08)  -0.85
H (-1.95, -0.35, -0.71)  0.37
H (-1.24, 0.31, -2.21)  0.39
H (-0.74, -1.30, -1.61)  0.35
H (0.91, 0.22, -1.01)  0.41
H (-0.24, 2.35, -0.95)  0.39
H (0.56, 2.02, 0.62)  0.33
H (-1.17, 1.73, 0.42)  0.38

Output
E_LUMO (alpha / beta)   -0.1165 / -0.3279 hartree
Energy   -324.59899 Ha
Multiplicity   2
E_HOMO (alpha / beta)   -16.0 / -15.4 eV
Total charge   +1
Kohn-Sham gap (alpha / beta)   12.796 / 6.435 eV

---

Here is C4H5NO in the gas phase in a non-equilibrium geometry from the OMol25 dataset. Energies are from ωB97M-V with the def2-TZVPD basis set.

Last column: Mulliken charge in e.
CARTESIAN COORDINATES (ANGSTROEM)
O (-0.63, 1.42, -0.97)  -0.51
C (-0.80, 0.35, -0.10)  0.09
C (-0.27, -0.94, -0.57)  -0.72
C (0.33, -0.33, 0.68)  -0.06
C (1.72, 0.07, 0.67)  0.08
N (2.84, 0.34, 0.70)  -0.42
H (-0.98, 2.22, -0.57)  0.33
H (-1.73, 0.38, 0.47)  0.30
H (-0.83, -1.87, -0.46)  0.25
H (0.33, -0.85, -1.47)  0.28
H (0.02, -0.77, 1.62)  0.38

Output
E_LUMO   0.0212 hartree
Energy   -285.36093 Ha
Multiplicity   1
SMILES   N#C[C@@H]1C[C@@H]1O
E_HOMO   -10.2 eV
Kohn-Sham gap   10.745 eV

---

Here is a molecular structure, C24H25InN6O6 from the OMol25 dataset. Energies are from ωB97M-V with the def2-TZVPD basis set.

Last column: Mulliken charge in e.
CARTESIAN COORDINATES (ANGSTROEM)
In (-1.09, 0.13, -0.17)  2.24
O (1.36, 0.27, 3.71)  -0.41
C (1.51, -1.10, 3.85)  1.11
C (2.35, -1.57, 4.85)  -0.80
C (2.54, -2.93, 5.02)  -0.55
C (1.90, -3.84, 4.19)  -0.85
C (1.05, -3.37, 3.20)  -0.58
C (0.83, -1.99, 3.01)  0.00
C (-0.14, -1.58, 1.97)  1.08
O (-0.39, -0.31, 1.80)  -1.04
N (-0.73, -2.54, 1.27)  -1.34
N (-1.54, -1.98, 0.35)  0.46
C (-2.45, -2.62, -0.26)  -0.50
C (-3.36, -1.87, -1.13)  0.93
C (-4.45, -2.48, -1.72)  -0.97
C (-5.36, -1.70, -2.42)  -0.23
C (-5.16, -0.33, -2.48)  -1.03
C (-4.04, 0.21, -1.87)  -0.16
N (-3.15, -0.54, -1.22)  -0.14
H (1.64, 0.67, 4.54)  0.29
H (2.85, -0.86, 5.50)  0.36
H (3.19, -3.28, 5.81)  0.41
H (2.04, -4.90, 4.32)  0.43
H (0.52, -4.05, 2.56)  0.48
H (-2.62, -3.68, -0.06)  0.51
H (-4.58, -3.55, -1.63)  0.44
H (-6.23, -2.15, -2.88)  0.45
H (-5.87, 0.32, -2.98)  0.45
H (-3.86, 1.28, -1.89)  0.66
O (1.79, -2.33, -2.79)  -0.46
C (1.10, -1.43, -2.12)  0.13
O (1.10, -1.31, -0.91)  -0.35
C (0.37, -0.45, -2.99)  0.29
C (0.47, -0.37, -4.36)  -0.65
C (-0.19, 0.68, -5.00)  -0.53
C (-0.90, 1.61, -4.25)  -1.13
C (-0.97, 1.43, -2.87)  0.76
N (-0.36, 0.41, -2.28)  0.28
C (-1.69, 2.41, -1.96)  0.30
O (-2.08, 3.45, -2.43)  -0.65
O (-1.79, 2.04, -0.70)  -0.84
H (2.27, -2.91, -2.17)  0.41
H (1.06, -1.09, -4.91)  0.60
H (-0.13, 0.78, -6.07)  0.49
H (-1.40, 2.46, -4.69)  0.63
N (3.06, 3.44, 1.05)  -0.10
C (1.66, 3.91, 1.35)  -0.95
C (0.68, 3.15, 0.47)  -0.94
N (0.80, 1.69, 0.64)  0.24
C (2.17, 1.24, 0.38)  -0.70
C (3.19, 1.95, 1.25)  -1.02
H (3.73, 3.94, 1.63)  0.36
H (3.28, 3.67, 0.08)  0.38
H (1.61, 4.99, 1.17)  0.46
H (1.47, 3.71, 2.40)  0.39
H (0.85, 3.40, -0.59)  0.42
H (-0.34, 3.47, 0.69)  0.53
H (0.56, 1.42, 1.59)  0.32
H (2.40, 1.41, -0.68)  0.46
H (2.24, 0.17, 0.56)  0.31
H (4.21, 1.66, 1.01)  0.45
H (3.00, 1.74, 2.30)  0.39

Output
E_LUMO   -0.2196 hartree
Energy   -1899.27236 Ha
Multiplicity   1
E_HOMO   -13.3 eV
Total charge   +2
Kohn-Sham gap   7.292 eV

---

Here is 7 unconnected molecules or ions with the total composition C23H52N3O8S in a non-equilibrium geometry from the OMol25 dataset. Energies are from ωB97M-V with the def2-TZVPD basis set.

Last column: Mulliken charge in e.
CARTESIAN COORDINATES (ANGSTROEM)
N (4.76, 3.24, 1.58)  -0.47
C (4.26, 3.30, 0.52)  0.64
O (3.64, 3.27, -0.59)  -0.32
C (2.28, 3.28, -0.34)  -0.09
N (1.69, 4.38, -0.55)  -0.75
N (0.40, 4.34, -0.27)  0.37
C (-0.24, 3.30, 0.17)  -0.32
S (-1.95, 3.46, 0.50)  -0.21
C (0.39, 2.12, 0.34)  0.01
C (1.69, 2.10, 0.08)  1.12
O (2.44, 1.06, 0.24)  -0.49
H (-0.11, 5.20, -0.41)  0.24
H (-1.90, 3.80, 1.79)  0.23
H (-0.13, 1.26, 0.69)  0.67
H (2.43, 0.46, -0.53)  0.23
C (6.67, 1.12, -3.04)  -1.05
C (5.57, 1.15, -4.10)  0.40
C (5.02, 2.55, -4.29)  -0.94
O (4.52, 0.25, -3.73)  -0.49
H (6.28, 1.45, -2.07)  0.13
H (7.05, 0.11, -2.91)  0.31
H (7.50, 1.78, -3.32)  0.38
H (5.97, 0.78, -5.04)  0.31
H (4.58, 2.92, -3.36)  0.04
H (4.24, 2.55, -5.05)  0.32
H (5.80, 3.25, -4.60)  0.38
H (4.17, 0.56, -2.89)  0.24
C (2.50, -3.82, -0.91)  -1.31
C (2.14, -2.60, -0.09)  0.52
C (0.96, -2.86, 0.84)  -1.06
O (1.83, -1.50, -0.97)  -0.43
H (1.66, -4.12, -1.54)  0.23
H (3.34, -3.60, -1.57)  0.34
H (2.77, -4.66, -0.27)  0.41
H (3.00, -2.28, 0.49)  0.31
H (0.07, -3.14, 0.27)  0.09
H (0.72, -1.97, 1.42)  0.25
H (1.19, -3.67, 1.53)  0.42
H (1.07, -1.75, -1.50)  0.24
C (-4.84, 0.65, -0.08)  -1.19
C (-3.70, -0.35, -0.09)  0.37
C (-4.17, -1.74, 0.31)  -0.85
O (-2.66, 0.11, 0.79)  -0.40
H (-5.27, 0.73, 0.92)  0.27
H (-4.49, 1.64, -0.37)  0.28
H (-5.64, 0.35, -0.77)  0.34
H (-3.25, -0.38, -1.09)  0.20
H (-4.58, -1.72, 1.32)  0.29
H (-3.35, -2.45, 0.30)  0.27
H (-4.95, -2.09, -0.36)  0.09
H (-3.04, 0.15, 1.67)  0.33
C (-3.60, -4.69, -2.64)  -1.32
C (-2.32, -4.79, -1.82)  0.71
C (-1.57, -6.08, -2.13)  -1.41
O (-2.62, -4.72, -0.43)  -0.50
H (-4.27, -5.52, -2.40)  0.36
H (-4.13, -3.76, -2.41)  0.24
H (-3.40, -4.72, -3.71)  0.39
H (-1.69, -3.93, -2.04)  0.13
H (-2.19, -6.95, -1.88)  0.40
H (-0.66, -6.15, -1.54)  0.32
H (-1.31, -6.14, -3.19)  0.39
H (-3.18, -5.46, -0.21)  0.32
C (6.05, 6.44, 4.03)  -1.19
C (5.89, 5.38, 5.12)  0.36
C (7.24, 4.80, 5.53)  -1.23
O (5.02, 4.34, 4.67)  -0.52
H (6.50, 5.99, 3.14)  0.29
H (5.08, 6.84, 3.75)  0.30
H (6.69, 7.25, 4.36)  0.38
H (5.41, 5.82, 5.99)  0.30
H (7.71, 4.31, 4.67)  0.32
H (7.11, 4.04, 6.30)  0.31
H (7.91, 5.57, 5.90)  0.38
H (5.42, 3.93, 3.90)  0.35
C (-9.26, -0.87, 0.34)  -1.39
C (-8.13, -1.89, 0.36)  0.60
C (-8.63, -3.27, 0.74)  -1.40
O (-7.10, -1.47, 1.26)  -0.43
H (-9.72, -0.79, 1.33)  0.35
H (-8.89, 0.11, 0.07)  0.33
H (-10.04, -1.16, -0.37)  0.39
H (-7.66, -1.93, -0.62)  0.22
H (-9.06, -3.26, 1.74)  0.35
H (-7.81, -3.99, 0.75)  0.32
H (-9.39, -3.63, 0.04)  0.40
H (-7.49, -1.42, 2.14)  0.29

Output
E_LUMO   -0.1843 hartree
Energy   -2071.57045 Ha
Multiplicity   1
E_HOMO   -11.5 eV
Total charge   +1
Kohn-Sham gap   6.524 eV

---

Here is a molecular structure, C32H42ErN4O in a non-equilibrium geometry from the OMol25 dataset. Energies are from ωB97M-V with the def2-TZVPD basis set.

Last column: Mulliken charge in e.
CARTESIAN COORDINATES (ANGSTROEM)
Er (-0.37, -0.35, -0.01)  0.21
N (-2.38, -1.54, 0.25)  -0.56
N (-0.55, -2.21, -1.86)  0.47
C (2.01, 1.06, -0.60)  0.99
C (2.19, -0.30, -0.18)  0.61
C (1.78, -0.39, 1.19)  -0.46
C (1.61, -1.64, 1.98)  -0.17
H (1.36, -2.52, 1.36)  0.09
H (0.79, -1.54, 2.71)  -0.29
H (2.52, -1.88, 2.55)  0.51
C (1.40, 0.93, 1.63)  0.80
C (1.05, 1.30, 2.99)  -1.28
H (1.92, 1.64, 3.56)  0.23
H (0.54, 0.21, 3.75)  -0.77
H (0.25, 2.05, 3.04)  0.39
C (1.49, 1.80, 0.50)  0.62
C (1.25, 3.26, 0.51)  -1.99
H (0.42, 3.52, 1.19)  0.34
H (1.00, 3.62, -0.49)  0.37
H (2.14, 3.80, 0.86)  0.30
C (2.77, -1.41, -0.99)  -1.13
H (3.84, -1.52, -0.79)  0.39
H (2.65, -1.23, -2.07)  0.11
H (2.29, -2.37, -0.77)  0.25
C (2.40, 1.66, -1.90)  -1.67
H (1.55, 2.17, -2.37)  0.09
H (2.77, 0.90, -2.60)  0.43
H (3.20, 2.41, -1.75)  0.34
C (-2.67, -0.75, 1.52)  0.10
H (-3.66, -0.27, 1.37)  0.16
C (-2.79, -1.65, 2.70)  -0.84
H (-3.23, -1.22, 3.59)  0.60
C (-2.27, -2.92, 2.68)  -0.42
H (-2.39, -3.57, 3.56)  0.33
C (-1.58, -3.40, 1.56)  -1.31
H (-1.16, -4.40, 1.49)  0.37
C (-1.51, -2.57, 0.41)  0.75
C (-0.42, -2.71, -0.55)  -0.46
H (0.19, -3.62, -0.49)  0.59
C (-0.94, -0.91, -2.13)  -0.86
C (-0.04, -2.81, -3.03)  -0.67
H (0.27, -3.84, -3.04)  0.49
C (-0.11, -1.89, -4.00)  -0.61
H (0.17, -1.96, -5.04)  0.55
N (-0.67, -0.73, -3.45)  0.56
C (-0.80, 0.54, -4.03)  0.11
C (0.26, 1.09, -4.80)  1.42
C (0.14, 2.42, -5.21)  -1.03
H (0.93, 2.86, -5.83)  0.24
C (-0.97, 3.20, -4.85)  0.79
C (-1.10, 4.62, -5.31)  -1.52
H (-0.95, 5.32, -4.48)  0.29
H (-2.11, 4.80, -5.70)  0.36
H (-0.37, 4.84, -6.09)  0.37
C (-1.96, 2.65, -4.03)  -1.26
H (-2.81, 3.26, -3.73)  0.33
C (-1.89, 1.32, -3.62)  1.43
C (-3.02, 0.75, -2.82)  -1.35
H (-3.64, 0.07, -3.42)  0.28
H (-3.66, 1.58, -2.49)  0.35
H (-2.71, 0.20, -1.91)  0.36
C (1.50, 0.33, -5.13)  -1.92
H (1.35, -0.37, -5.96)  0.42
H (1.91, -0.23, -4.28)  0.21
H (2.28, 1.04, -5.45)  0.38
C (-0.29, -1.55, 6.70)  -1.02
N (0.45, -1.07, 5.51)  0.30
C (1.78, -1.67, 5.30)  -0.87
C (-0.09, -0.22, 4.70)  1.09
C (-1.40, 0.43, 4.92)  -1.69
O (-1.64, 0.21, 1.61)  -0.61
H (0.30, -2.37, 7.11)  0.41
H (-1.28, -1.92, 6.41)  0.31
H (-0.41, -0.75, 7.44)  0.29
H (1.72, -2.52, 4.61)  0.31
H (2.49, -0.94, 4.88)  0.30
H (2.14, -2.03, 6.26)  0.45
H (-1.74, 0.77, 3.92)  0.16
H (-2.17, -0.24, 5.34)  0.39
H (-1.31, 1.32, 5.57)  0.42

Output
E_LUMO (alpha / beta)   0.0963 / 0.0963 hartree
Energy   -2553.72340 Ha
Multiplicity   4
E_HOMO (alpha / beta)   -2.2 / -2.2 eV
Total charge   -1
Kohn-Sham gap (alpha / beta)   4.858 / 4.854 eV